A molecular structure, C27H33MoN7O3 at a distorted geometry. Source: the OMol25 dataset; level of theory: the ωB97M-V functional and the def2-TZVPD basis.

```
71
Properties=species:S:1:pos:R:3:mulliken_spin:R:1
Mo -19.014 -4.413 0.827 1.996
C -17.523 -3.485 -3.166 -0.005
C -17.444 -3.952 -1.670 0.034
O -18.602 -4.233 -1.085 0.027
C -16.235 -4.165 -1.017 0.008
C -16.047 -4.821 0.276 0.043
C -14.646 -5.389 0.578 -0.001
N -17.088 -4.974 1.086 -0.053
N -16.957 -5.799 2.209 0.022
C -18.061 -6.320 2.511 -0.012
O -19.169 -6.137 1.708 -0.008
C -18.146 -7.241 3.648 0.001
C -19.246 -7.292 4.520 -0.001
C -19.319 -8.287 5.503 0.000
C -18.271 -9.181 5.662 -0.001
C -17.198 -9.134 4.790 0.000
C -17.136 -8.181 3.788 -0.001
H -18.142 -4.174 -3.745 0.001
H -16.491 -3.473 -3.555 -0.001
H -17.906 -2.467 -3.174 0.002
H -15.342 -3.872 -1.547 0.003
H -13.951 -4.572 0.766 0.004
H -14.377 -5.979 -0.306 0.002
H -14.668 -6.097 1.435 0.000
H -20.040 -6.590 4.485 0.000
H -20.227 -8.379 6.095 0.000
H -18.292 -9.945 6.421 0.000
H -16.443 -9.903 4.920 0.000
H -16.342 -8.183 3.046 0.001
O -19.241 -2.095 2.971 -0.002
C -19.315 -2.715 1.934 -0.189
C -17.756 -0.339 0.811 0.002
C -19.016 -0.214 0.025 0.001
C -19.311 1.009 -0.622 0.000
C -20.522 1.108 -1.334 0.000
C -21.433 0.019 -1.402 0.001
C -21.149 -1.165 -0.741 -0.001
C -22.180 -2.243 -0.690 0.018
C -19.924 -1.287 -0.054 0.012
N -19.687 -2.506 0.643 0.080
H -16.971 0.309 0.393 0.000
H -17.445 -1.395 0.763 0.009
H -17.933 -0.082 1.844 0.001
H -18.649 1.851 -0.591 0.000
H -20.737 2.003 -1.864 0.000
H -22.368 0.035 -1.946 0.000
H -23.057 -1.992 -1.285 0.001
H -22.561 -2.369 0.288 -0.002
H -21.873 -3.211 -1.030 0.003
C -15.043 -2.960 2.975 0.003
N -16.055 -3.359 3.935 0.004
C -16.408 -2.183 4.784 0.001
N -15.228 -1.696 5.501 0.000
C -14.223 -1.293 4.482 0.000
N -13.852 -2.410 3.614 0.000
C -13.341 -3.468 4.519 0.000
N -14.294 -3.926 5.497 0.000
C -15.503 -4.391 4.773 0.000
C -14.647 -2.754 6.290 0.000
H -15.487 -2.198 2.341 -0.001
H -14.746 -3.858 2.388 0.002
H -17.136 -2.546 5.504 0.000
H -16.835 -1.410 4.092 -0.001
H -13.345 -0.955 5.017 0.000
H -14.635 -0.471 3.910 0.000
H -12.460 -3.103 5.020 0.000
H -13.088 -4.312 3.854 0.000
H -16.250 -4.642 5.546 0.000
H -15.246 -5.324 4.168 0.000
H -13.756 -2.344 6.796 0.000
H -15.373 -3.155 7.024 0.000
```

Output
E_tot = -1725.81762 Eh
Spin multiplicity = 3
Kohn-Sham gap (spin up / spin down) = 7.85 / 7.39 eV
Relative energy (zero: lowest compared OMol25 entry of this formula, charge and spin) = 0.00 kJ/mol
LUMO (spin up / spin down) = -0.1 / -0.7 eV
Expectation value of S² = 2.021

2 unconnected molecules or ions with the total composition C3H11O at a distorted geometry. Source: the OMol25 dataset; level of theory: the ωB97M-V functional and the def2-TZVPD basis.

```
15
Properties=species:S:1:pos:R:3:lowdin_charge:R:1
O 0.383 -2.917 0.375 0.353
H 0.218 -1.966 0.155 0.180
H 0.729 -3.401 -0.404 0.210
H -0.344 -3.306 0.898 0.207
C -1.268 0.666 -0.378 -0.141
C -0.302 1.811 -0.078 -0.303
C 1.136 1.341 0.051 -0.121
H -1.442 0.058 0.517 0.060
H -2.241 1.034 -0.695 0.075
H -0.940 0.024 -1.201 0.063
H -0.430 2.546 -0.876 0.111
H -0.628 2.259 0.857 0.106
H 1.747 2.059 0.591 0.076
H 1.671 1.200 -0.881 0.072
H 1.170 0.411 0.631 0.052
```

Output
E_tot = -195.80508 Eh
Spin multiplicity = 1
Kohn-Sham gap = 9.57 eV
Relative energy (zero: lowest compared OMol25 entry of this formula, charge and spin) = 29.54 kJ/mol
LUMO = -5.3 eV
Charge = +1

3 unconnected molecules or ions with the total composition C26H46FN2O5PS at a distorted geometry. Source: the OMol25 dataset; level of theory: the ωB97M-V functional and the def2-TZVPD basis.

```
82
Properties=species:S:1:pos:R:3:lowdin_charge:R:1
C -6.254 2.083 -1.811 -0.020
C -5.487 2.480 -0.566 -0.360
F -6.120 3.630 -0.082 -0.034
C -5.547 1.445 0.580 -0.111
C -4.344 0.508 0.577 -0.147
C -4.518 -0.906 0.346 -0.136
S -6.201 -1.527 0.200 0.686
C -6.997 -1.170 1.762 -0.110
O -6.843 -0.764 -0.841 -0.311
O -6.287 -2.950 0.031 -0.299
C -3.434 -1.755 0.237 -0.093
C -3.529 -3.252 -0.001 -0.157
O -3.889 -3.985 1.157 -0.115
O -3.172 -3.408 2.259 -0.015
C -2.129 -1.214 0.348 -0.153
N -1.072 -2.076 0.229 0.164
C 0.093 -1.514 0.329 -0.090
C 0.287 -0.144 0.539 -0.087
N -0.704 0.682 0.680 0.116
C -1.963 0.149 0.593 -0.208
C -3.064 1.013 0.754 -0.224
P -2.608 2.778 1.107 0.913
C -1.489 2.733 2.558 -0.264
O -3.892 3.535 1.806 -0.315
H -5.607 1.633 -2.556 0.088
H -7.081 1.435 -1.570 0.060
H -6.683 2.991 -2.220 0.084
H -4.459 2.735 -0.805 0.103
H -6.479 0.929 0.444 0.058
H -5.623 1.970 1.519 0.111
H -6.285 -0.902 2.534 0.076
H -7.620 -2.013 2.023 0.070
H -7.640 -0.319 1.578 0.062
H -4.278 -3.417 -0.759 0.116
H -2.592 -3.635 -0.384 0.113
H -3.782 -3.596 2.980 0.102
H 0.968 -2.144 0.226 0.103
H 1.292 0.247 0.610 0.096
H -0.488 2.496 2.232 0.006
H -1.802 2.029 3.326 0.047
H -1.481 3.745 2.950 0.037
H -4.029 3.200 2.701 0.060
C 1.198 3.403 -1.190 -0.101
C 2.532 2.692 -0.980 -0.266
C 2.995 2.701 0.477 -0.234
C 3.250 4.090 1.063 -0.227
C 4.279 4.927 0.305 -0.268
C 5.672 4.304 0.285 -0.111
H 1.258 4.458 -0.918 0.068
H 0.894 3.353 -2.236 0.072
H 0.413 2.938 -0.590 0.046
H 3.295 3.137 -1.624 0.099
H 2.432 1.651 -1.305 0.095
H 3.902 2.095 0.565 0.101
H 2.239 2.202 1.093 0.087
H 3.583 3.973 2.100 0.110
H 2.309 4.645 1.111 0.101
H 4.339 5.911 0.778 0.104
H 3.941 5.103 -0.719 0.098
H 6.049 4.163 1.300 0.074
H 6.375 4.947 -0.247 0.069
H 5.674 3.334 -0.214 0.064
C 5.101 -2.621 0.731 -0.108
C 4.380 -2.540 -0.612 -0.270
C 3.681 -3.844 -1.000 -0.235
C 4.611 -5.044 -1.186 -0.229
C 5.712 -4.847 -2.228 -0.270
C 5.177 -4.607 -3.637 -0.111
H 5.892 -3.371 0.720 0.066
H 5.564 -1.664 0.979 0.068
H 4.404 -2.873 1.533 0.074
H 5.085 -2.239 -1.390 0.100
H 3.628 -1.746 -0.560 0.089
H 3.110 -3.679 -1.918 0.101
H 2.944 -4.094 -0.230 0.104
H 4.006 -5.910 -1.469 0.110
H 5.073 -5.300 -0.229 0.101
H 6.342 -5.740 -2.236 0.104
H 6.364 -4.019 -1.938 0.098
H 4.561 -5.447 -3.966 0.075
H 5.997 -4.496 -4.347 0.069
H 4.572 -3.701 -3.691 0.064
```

Output
E_tot = -2343.29265 Eh
Spin multiplicity = 1
Structure (SMILES) = C[C@@H](F)Cc1c(S(C)(=O)=O)c(COO)c2nccnc2c1P(C)O.CCCCCC.CCCCCC
Kohn-Sham gap = 7.55 eV
Relative energy (zero: lowest compared OMol25 entry of this formula, charge and spin) = 0.00 kJ/mol
LUMO = -0.9 eV

A molecular structure, C29H29Ge2N2O2PdS. Source: the OMol25 dataset; level of theory: the ωB97M-V functional and the def2-TZVPD basis.

```
66
Properties=species:S:1:pos:R:3:mulliken_spin:R:1
Pd -0.249 1.709 0.926 0.004
O -0.067 0.812 2.675 0.008
C 1.089 0.454 3.177 0.009
C 1.052 -0.352 4.336 0.003
C 2.197 -0.812 4.938 0.000
C 3.458 -0.488 4.425 0.000
C 3.522 0.314 3.314 0.000
C 2.369 0.800 2.670 0.000
C 2.595 1.622 1.508 -0.001
N 1.680 2.060 0.732 0.003
N 2.033 2.787 -0.397 -0.002
C 0.983 3.016 -1.130 0.004
O -0.233 2.649 -0.825 0.013
C 1.155 3.734 -2.417 0.003
C 2.427 3.980 -2.931 0.000
C 2.569 4.641 -4.139 0.000
C 1.446 5.061 -4.841 0.000
C 0.179 4.818 -4.330 0.000
C 0.032 4.155 -3.122 -0.002
H 0.076 -0.598 4.735 0.000
H 2.119 -1.433 5.822 0.000
H 4.360 -0.851 4.898 0.000
H 4.486 0.589 2.902 0.000
H 3.619 1.872 1.242 -0.001
H 3.291 3.648 -2.373 0.000
H 3.558 4.828 -4.537 0.000
H 1.560 5.579 -5.785 0.000
H -0.697 5.147 -4.874 0.000
H -0.949 3.956 -2.713 0.003
S -2.494 1.220 0.774 0.940
C -2.273 -1.890 3.561 0.017
Ge -2.738 -2.217 1.691 0.022
C -4.613 -1.750 1.371 0.009
C -2.449 -4.118 1.296 0.008
Ge -1.415 -0.807 0.182 -0.055
C 0.498 -1.222 0.234 -0.004
C 1.412 -0.706 -0.686 -0.002
C 2.744 -1.083 -0.641 0.000
C 3.182 -1.977 0.328 0.000
C 2.285 -2.496 1.248 0.000
C 0.949 -2.119 1.198 0.001
C -2.040 -0.976 -1.661 -0.002
C -2.905 -1.989 -2.065 -0.008
C -3.305 -2.089 -3.391 0.002
C -2.849 -1.173 -4.327 0.001
C -1.996 -0.150 -3.935 0.010
C -1.595 -0.051 -2.611 -0.006
H -3.074 -2.258 4.204 0.000
H -2.124 -0.826 3.744 -0.005
H -1.353 -2.416 3.817 0.000
H -5.251 -2.544 1.765 0.000
H -4.824 -1.630 0.310 -0.001
H -4.864 -0.819 1.879 -0.001
H -3.183 -4.706 1.851 0.001
H -1.451 -4.440 1.592 -0.001
H -2.571 -4.332 0.233 0.000
H 1.090 0.002 -1.439 0.002
H 3.443 -0.671 -1.358 0.000
H 4.226 -2.263 0.370 0.000
H 2.624 -3.181 2.014 0.000
H 0.262 -2.515 1.938 0.002
H -3.268 -2.716 -1.349 0.000
H -3.974 -2.885 -3.693 0.000
H -3.162 -1.252 -5.360 0.000
H -1.646 0.576 -4.659 0.001
H -0.960 0.775 -2.313 0.021
```

Output
E_tot = -6062.38457 Eh
Spin multiplicity = 2
Kohn-Sham gap (spin up / spin down) = 7.90 / 5.19 eV
Relative energy (zero: lowest compared OMol25 entry of this formula, charge and spin) = 0.00 kJ/mol
LUMO (spin up / spin down) = 0.1 / -2.6 eV
Expectation value of S² = 0.754

A molecular structure, BeFH10O5 at a distorted geometry. Source: the OMol25 dataset; level of theory: the ωB97M-V functional and the def2-TZVPD basis.

```
17
Properties=species:S:1:pos:R:3:lowdin_charge:R:1
Be -0.510 -0.663 -0.332 0.143
F 0.006 0.640 0.191 -0.235
O 0.976 2.849 -0.729 -0.037
H 0.614 2.021 -0.418 -0.045
H 1.869 2.713 -0.976 0.020
O -1.062 -0.477 -1.935 0.107
H -1.613 0.303 -2.272 0.191
H -1.429 -1.261 -2.317 0.109
O 1.830 1.084 1.982 -0.057
H 1.472 1.638 2.676 0.043
H 1.139 1.143 1.321 -0.038
O 0.717 -1.851 -0.156 0.080
H 0.617 -2.752 0.260 0.157
H 1.608 -1.545 0.185 0.170
O -1.777 -1.207 0.615 0.141
H -1.892 -1.968 1.140 0.111
H -2.557 -0.674 0.769 0.142
```

Output
E_tot = -496.72080 Eh
Spin multiplicity = 1
Kohn-Sham gap = 8.89 eV
Relative energy (zero: lowest compared OMol25 entry of this formula, charge and spin) = 43.70 kJ/mol
LUMO = -4.5 eV
Charge = +1

2 unconnected molecules or ions with the total composition C9H14O at a distorted geometry. Source: the OMol25 dataset; level of theory: the ωB97M-V functional and the def2-TZVPD basis.

```
24
Properties=species:S:1:pos:R:3:lowdin_charge:R:1
C -1.730 0.794 2.494 -0.073
C -1.829 -0.254 1.447 -0.266
C -2.385 0.023 0.205 -0.059
C -2.249 -0.927 -0.797 -0.087
C -1.499 -2.105 -0.574 -0.099
C -0.814 -2.260 0.614 -0.111
C -1.132 -1.471 1.727 -0.032
H -2.664 1.107 3.017 0.094
H -1.297 1.678 2.123 0.064
H -1.304 0.579 3.426 0.052
H -2.783 0.977 -0.092 0.110
H -2.514 -0.745 -1.821 0.094
H -1.562 -2.765 -1.417 0.091
H 0.057 -2.916 0.674 0.103
H -0.568 -1.855 2.597 0.117
C 2.657 0.327 -2.056 -0.088
C 2.264 1.574 -1.336 -0.330
O 3.387 2.328 -0.895 -0.121
H 3.760 0.333 -1.858 0.091
H 2.546 0.444 -3.062 0.031
H 2.230 -0.625 -1.688 0.082
H 1.705 2.295 -2.029 0.130
H 1.628 1.447 -0.364 0.129
H 4.096 2.018 -0.334 0.077
```

Output
E_tot = -426.48833 Eh
Spin multiplicity = 1
Structure (SMILES) = Cc1ccccc1.CCO
Kohn-Sham gap = 9.70 eV
Relative energy (zero: lowest compared OMol25 entry of this formula, charge and spin) = 221.72 kJ/mol
LUMO = 0.9 eV